No. 1
The following is a quantum chemistry calculation of a structure of composition C23H48BeCl5F3N4NaO10S2Si2, from OMol25.

Each line ends with the Mulliken charge.
Cartesian coordinates (Å):
Cl1 8.499 -3.787 -4.213  -0.189
Cl2 6.909 -2.198 -6.866  -0.179
Cl3 -9.034 4.199 10.789  -0.085
Cl4 -6.229 4.300 11.552  -0.140
Cl5 -8.211 5.725 13.115  -0.087
S1 9.609 0.345 -12.882  1.059
S2 8.987 2.894 -13.482  1.124
Si1 -2.331 1.448 0.161  -0.062
Si2 -3.250 4.053 1.329  0.060
Na1 -4.074 3.806 9.298  0.946
F1 -8.961 1.253 6.399  -0.344
F2 8.521 4.038 -12.487  -0.255
F3 8.450 -0.026 -13.914  -0.276
O1 7.864 2.688 -14.333  -0.580
O2 9.432 -0.626 -11.851  -0.555
O3 0.932 -6.433 0.643  -0.505
O4 -0.237 -6.222 -1.272  -0.645
O5 1.066 -8.046 -0.935  -0.709
O6 -4.028 -1.001 6.461  -0.633
O7 5.439 -0.686 -2.342  -0.544
O8 2.941 -2.915 -0.478  -0.119
O9 10.789 0.293 -13.679  -0.581
O10 10.192 3.392 -14.055  -0.583
N1 -3.423 2.468 0.880  0.039
N2 9.188 1.768 -12.374  -0.368
N3 -4.083 -2.608 4.865  -0.389
N4 -6.023 -1.957 5.944  -0.368
C1 3.451 -3.118 0.604  0.003
C2 -6.970 2.188 7.207  -0.393
C3 -5.636 2.492 6.974  0.751
C4 -5.013 2.186 5.783  -0.509
C5 5.857 -1.754 -3.207  0.004
C6 -0.571 -3.610 0.795  -1.435
C7 -1.898 4.321 2.652  -1.021
C8 -3.138 -0.250 -0.062  -0.859
C9 -2.888 5.261 -0.087  -1.067
C10 1.431 -3.487 -0.500  -0.221
C11 -1.759 2.008 -1.558  -1.052
C12 -4.887 4.618 2.111  -0.723
C13 0.488 -2.635 0.316  0.030
C14 -5.742 1.557 4.788  -0.578
C15 -7.075 1.238 4.986  -0.662
C16 -4.667 -1.805 5.801  0.721
C17 0.534 -6.966 -0.666  0.683
C18 -0.762 1.147 1.211  -0.598
C19 -7.928 4.304 12.141  0.029
C20 9.023 -3.680 -5.923  -0.479
C21 -7.663 1.560 6.194  0.518
C22 4.716 -2.230 -4.077  -0.697
C23 8.659 -2.372 -6.560  -0.263
Be1 8.507 -1.253 -9.128  -0.009
H1 -0.183 0.297 0.822  -0.075
H2 -1.288 -3.192 1.492  0.362
H3 -3.013 6.303 0.234  0.324
H4 -5.061 2.984 7.752  -0.930
H5 4.731 -1.025 -1.790  0.278
H6 -1.979 5.316 3.110  0.367
H7 -4.588 -3.268 4.306  0.155
H8 -1.864 5.157 -0.453  0.290
H9 -6.481 -1.376 6.618  0.189
H10 -4.021 -0.167 -0.698  0.301
H11 -1.229 1.204 -2.084  0.330
H12 -2.455 -0.974 -0.528  0.214
H13 -7.655 0.745 4.218  0.433
H14 1.544 -7.122 0.931  0.248
H15 -4.838 5.660 2.456  0.277
H16 -0.050 -4.421 1.297  0.484
H17 -3.573 5.082 -0.917  0.278
H18 -1.037 0.923 2.245  0.235
H19 -3.445 -0.655 0.906  0.166
H20 8.597 -4.519 -6.465  0.318
H21 -0.896 4.243 2.224  0.311
H22 3.895 -2.594 -3.450  0.168
H23 10.106 -3.784 -5.911  0.324
H24 1.148 -3.590 -1.538  0.383
H25 1.476 -4.492 -0.079  0.105
H26 6.248 -2.576 -2.597  0.142
H27 0.948 -2.114 1.154  0.284
H28 -8.042 3.424 12.758  0.316
H29 8.984 -1.528 -5.958  0.380
H30 3.586 -2.283 1.301  0.271
H31 -5.696 4.541 1.383  0.251
H32 -7.469 2.428 8.137  0.479
H33 -0.101 2.018 1.206  0.362
H34 -1.075 2.859 -1.500  0.302
H35 6.672 -1.368 -3.813  0.155
H36 0.033 -1.880 -0.319  0.074
H37 9.153 -2.282 -7.567  0.120
H38 -3.095 -2.512 4.730  0.183
H39 4.326 -1.412 -4.682  0.262
H40 4.265 -3.848 0.673  0.294
H41 -1.071 -4.050 -0.062  0.379
H42 -1.994 3.574 3.446  0.194
H43 5.031 -3.034 -4.739  0.237
H44 -3.973 2.426 5.616  0.453
H45 -5.253 1.321 3.850  0.737
H46 -6.565 -2.607 5.409  0.170
H47 -2.619 2.295 -2.165  0.272
H48 -5.135 3.991 2.973  -0.062

E_HOMO: -4.84 eV
Total charge: -1
LUMO: -2.54 eV



No. 2
The following is a quantum chemistry calculation of a cluster of 3 separate species, C23H48ClN4O9 in total, from OMol25.

Each line ends with the Mulliken charge.
Cartesian coordinates (Å):
Cl1 -0.888 -4.590 6.454  -0.123
O1 -0.987 -1.294 -0.324  -0.338
O2 1.510 -3.697 6.339  -0.565
O3 2.085 -1.841 -7.244  -0.423
O4 3.891 1.524 7.659  -0.478
O5 -2.606 5.890 -2.024  -0.344
O6 2.494 -2.314 -2.744  -0.426
O7 -1.825 -3.104 0.967  -0.367
O8 4.357 0.744 5.560  -0.465
O9 -3.270 1.443 -1.381  -0.355
N1 -0.912 3.434 -1.888  -0.292
N2 0.734 -1.007 5.104  0.272
N3 -1.412 -1.592 6.114  -0.646
N4 1.469 -0.237 -4.632  -0.366
C1 -2.327 1.373 -2.448  -0.668
C2 1.837 0.919 6.497  -0.476
C3 0.232 -3.343 5.726  0.348
C4 -2.691 -0.591 1.284  -0.667
C5 2.662 -2.755 -6.324  -0.547
C6 0.894 -0.077 -5.970  -0.724
C7 1.277 0.396 5.085  -0.646
C8 -2.390 6.317 -0.688  -0.720
C9 0.662 -1.078 -3.748  0.368
C10 -0.586 -3.465 1.667  -0.406
C11 0.278 -3.141 4.138  -0.063
C12 -1.392 5.694 -2.751  -0.806
C13 -1.211 4.215 -3.089  -0.224
C14 3.773 -1.736 -2.536  -0.711
C15 -0.960 1.986 -2.108  -0.469
C16 0.858 -1.659 3.930  -0.417
C17 0.089 -1.801 6.184  -0.182
C18 -0.940 -3.652 3.228  -0.503
C19 -4.029 2.644 -1.343  -0.736
C20 1.420 -1.412 -2.464  -0.581
C21 -1.755 -1.715 0.586  0.517
C22 3.425 1.074 6.582  0.467
C23 0.815 -1.332 -6.854  -0.529
H1 3.308 -2.226 -5.619  0.183
H2 -1.868 -2.018 6.935  0.278
H3 0.171 -2.633 1.464  0.159
H4 -0.388 4.106 -3.803  0.361
H5 -1.585 3.669 -1.166  0.136
H6 4.257 -0.190 5.270  0.343
H7 -0.262 -0.548 -3.493  -0.278
H8 -4.199 3.063 -2.338  0.331
H9 -1.486 6.258 -3.684  0.398
H10 3.294 -3.445 -6.887  0.303
H11 -4.998 2.416 -0.895  0.300
H12 1.196 -3.783 3.829  0.382
H13 1.527 0.231 7.369  0.249
H14 0.192 -2.118 -6.415  0.353
H15 2.159 0.400 4.341  0.527
H16 -3.540 3.379 -0.700  0.257
H17 0.741 -1.929 -1.781  0.149
H18 -2.086 0.155 1.905  0.162
H19 -0.239 1.718 -2.889  0.478
H20 1.308 -1.156 3.010  0.483
H21 -3.362 6.540 -0.244  0.243
H22 -1.779 7.224 -0.663  0.347
H23 2.391 -0.650 -4.729  0.124
H24 -2.750 1.772 -3.375  0.310
H25 -1.634 -0.578 6.140  0.219
H26 0.522 1.155 4.647  0.289
H27 -0.105 0.365 -5.881  0.343
H28 0.319 -1.571 7.276  0.385
H29 -1.024 -4.790 3.410  0.370
H30 1.814 -4.572 6.008  0.401
H31 1.384 1.957 6.709  0.361
H32 3.966 -0.944 -3.265  0.312
H33 -0.521 6.087 -2.217  0.411
H34 1.910 -3.338 -5.786  0.278
H35 4.524 -2.517 -2.671  0.273
H36 -3.251 0.038 0.483  0.138
H37 -1.915 5.528 -0.099  0.299
H38 0.316 -1.039 -7.784  0.380
H39 -3.448 -1.141 1.947  0.367
H40 1.763 -0.502 -1.959  0.412
H41 -2.132 3.866 -3.568  0.198
H42 -1.942 -3.144 3.443  0.271
H43 -2.165 0.305 -2.629  0.377
H44 0.396 -2.022 -4.235  0.438
H45 1.516 0.659 -6.490  0.414
H46 3.862 -1.339 -1.519  0.312
H47 -0.135 -4.438 1.237  0.329
H48 -0.605 1.519 -1.183  0.138

E_HOMO: -10.08 eV
Total charge: +1
LUMO: -5.27 eV



No. 3
The following is a quantum chemistry calculation of a cluster of 4 separate species, C23H49BN4O9 in total, from OMol25.

Each line ends with the Mulliken charge.
Cartesian coordinates (Å):
O1 -2.049 0.754 1.854  -0.449
O2 -2.657 -0.580 3.579  -0.627
O3 -6.409 -1.000 0.985  -0.573
O4 -4.933 -2.715 0.257  -0.607
O5 4.117 3.535 -0.090  -0.558
O6 -4.267 4.598 2.218  -0.656
O7 1.573 -4.009 -1.950  -0.650
O8 4.853 -0.717 0.429  -0.440
O9 -2.636 -1.360 1.459  -0.558
N1 1.712 -5.279 -0.107  -0.030
N2 -6.509 4.558 2.245  -0.147
N3 0.682 -0.678 -3.204  -0.584
N4 5.786 4.918 -0.659  -0.193
C1 3.544 -0.313 0.787  -0.584
C2 0.771 0.902 1.094  -1.002
C3 1.680 -6.505 0.666  -0.959
C4 5.376 -3.095 0.376  -1.130
C5 -1.680 0.425 0.512  -0.699
C6 -0.388 -1.571 -2.767  -0.789
C7 1.769 1.364 0.034  -0.760
C8 -7.824 3.965 2.389  -0.790
C9 -5.282 2.486 2.707  -0.909
C10 -0.251 -0.121 0.536  0.965
C11 4.896 -1.864 -0.404  0.141
C12 1.515 -5.117 -1.443  0.973
C13 2.751 0.271 -0.387  -0.039
C14 -2.471 -0.432 2.398  0.481
C15 1.224 -6.356 -2.257  -1.564
C16 -5.292 3.960 2.372  0.665
C17 -4.157 -0.241 0.037  -1.512
C18 6.386 6.135 -1.168  -0.872
C19 -2.685 -0.658 0.155  2.277
C20 -1.664 -0.870 -2.229  -0.695
C21 3.468 5.653 -0.993  -1.293
C22 -2.295 -1.567 -0.999  -1.506
C23 4.467 4.613 -0.542  0.756
B1 -5.177 -1.375 0.460  0.787
H1 -0.671 -2.142 -3.651  0.649
H2 1.300 0.424 1.916  0.272
H3 -8.393 4.065 1.463  0.274
H4 -4.354 -0.001 -1.014  0.449
H5 0.066 -0.399 -0.468  -1.182
H6 -7.740 2.911 2.626  0.301
H7 -6.452 5.539 2.022  0.241
H8 6.397 4.182 -0.342  0.243
H9 1.901 -4.416 0.379  0.123
H10 7.017 5.917 -2.031  0.286
H11 3.668 0.454 1.553  0.288
H12 -8.380 4.456 3.189  0.277
H13 -5.795 1.919 1.927  0.351
H14 -6.359 -0.672 1.887  0.312
H15 3.596 5.881 -2.052  0.379
H16 2.642 -6.674 1.154  0.299
H17 5.568 -1.655 -1.238  0.326
H18 5.976 -3.751 -0.251  0.376
H19 -1.719 1.263 -0.182  0.714
H20 0.313 -6.844 -1.910  0.393
H21 2.050 -7.066 -2.194  0.391
H22 3.480 0.673 -1.093  0.385
H23 -1.420 0.178 -2.061  0.348
H24 -5.660 -3.162 -0.187  0.292
H25 0.005 -2.267 -2.030  0.039
H26 -1.617 -2.331 -0.611  0.428
H27 -0.226 -1.037 1.127  0.554
H28 0.224 1.759 1.487  0.513
H29 0.909 -6.451 1.436  0.320
H30 -4.386 0.642 0.632  -0.106
H31 2.347 2.206 0.416  0.438
H32 1.467 -7.353 0.024  0.341
H33 2.470 5.257 -0.835  0.246
H34 -4.257 2.133 2.773  0.031
H35 2.217 -0.543 -0.885  0.063
H36 5.959 -2.745 1.226  0.355
H37 5.618 6.838 -1.473  0.320
H38 0.885 0.038 -2.518  0.118
H39 0.429 -0.214 -4.066  0.275
H40 3.914 -2.073 -0.834  -0.010
H41 4.520 -3.644 0.769  0.126
H42 3.004 -1.151 1.245  0.258
H43 3.579 6.573 -0.419  0.376
H44 7.002 6.607 -0.401  0.287
H45 -3.169 -2.109 -1.348  0.623
H46 1.094 -6.057 -3.293  0.328
H47 -5.776 2.312 3.665  0.470
H48 1.225 1.700 -0.856  0.317
H49 -2.415 -0.882 -3.021  0.633

SMILES: CCOCCCCC[C@@H]1OC(=O)O[C@@]1(CCCN)CB(O)O.CNC(C)=O.CNC(C)=O.CNC(C)=O
E_HOMO: -8.89 eV
Total charge: 0
LUMO: 0.42 eV



No. 4
The following is a quantum chemistry calculation of a structure of composition C23H49CeN2O2P3, from OMol25.

Each line ends with the Mulliken charge.
Cartesian coordinates (Å):
Ce1 0.334 -0.001 -0.666  -0.035
P1 -0.266 2.736 -0.012  1.127
P2 -0.736 -2.637 0.013  1.123
P3 1.041 -0.040 2.258  1.105
O1 2.486 0.170 -1.079  -0.351
O2 -1.229 0.101 -2.221  -0.305
N1 3.897 -0.394 -2.789  0.154
N2 4.376 -1.060 -0.595  0.385
C1 5.363 -1.978 -1.177  -0.817
C2 2.272 1.225 2.740  -1.158
C3 -1.447 3.292 1.275  -1.287
C4 6.143 -1.178 -2.185  -0.640
C5 -1.599 -3.065 -1.540  -1.349
C6 -7.944 0.630 -5.334  -0.524
C7 1.861 -1.590 2.799  -1.127
C8 -2.024 -2.974 1.279  -1.248
C9 3.587 -0.406 -1.489  0.206
C10 -2.894 0.681 -3.833  -0.271
C11 -4.224 0.955 -4.104  -0.491
C12 4.685 -0.401 0.679  -0.904
C13 1.190 3.832 0.136  -1.318
C14 -0.185 0.176 3.609  -1.247
C15 -5.197 0.881 -3.114  -0.032
C16 5.233 -0.729 -3.297  -0.682
C17 -3.487 0.273 -1.504  0.420
C18 0.464 -4.002 0.158  -1.217
C19 2.993 0.323 -3.685  -1.000
C20 -2.500 0.336 -2.521  0.058
C21 -4.823 0.550 -1.805  -1.015
C22 -7.243 0.537 -6.469  -0.354
C23 -1.009 3.366 -1.552  -1.339
H1 -0.838 4.444 -1.621  0.560
H2 1.437 4.020 1.185  0.418
H3 -1.142 0.115 0.703  0.060
H4 6.001 -2.371 -0.376  0.462
H5 3.461 0.461 -4.660  0.461
H6 0.732 -4.343 -0.849  0.470
H7 1.961 1.750 3.651  0.459
H8 3.257 0.775 2.909  0.445
H9 -0.572 2.874 -2.433  0.337
H10 6.971 -1.751 -2.590  0.428
H11 4.155 0.556 0.734  0.235
H12 -6.865 1.428 -6.985  0.326
H13 -4.520 1.236 -5.113  0.473
H14 -2.788 -2.185 1.199  0.293
H15 -2.504 -3.957 1.153  0.458
H16 -0.973 -0.576 3.479  0.304
H17 -2.082 3.150 -1.574  0.281
H18 -1.848 4.297 1.077  0.451
H19 -7.054 -0.432 -6.947  0.296
H20 -2.282 2.576 1.301  0.332
H21 5.763 -0.202 0.767  0.419
H22 6.578 -0.306 -1.697  0.321
H23 2.045 -0.225 -3.846  0.230
H24 1.378 -3.633 0.645  0.252
H25 -2.581 -2.581 -1.573  0.297
H26 2.748 1.325 -3.289  0.302
H27 4.375 -1.021 1.529  0.240
H28 0.073 -4.845 0.738  0.428
H29 -6.244 1.069 -3.356  0.390
H30 -1.726 -4.149 -1.635  0.521
H31 -8.172 1.602 -4.879  0.344
H32 -5.578 0.510 -1.024  0.502
H33 -8.356 -0.260 -4.842  0.343
H34 1.116 -2.393 2.850  0.389
H35 5.678 0.164 -3.743  0.432
H36 -0.642 1.169 3.506  0.287
H37 -1.033 -2.694 -2.406  0.397
H38 1.012 4.781 -0.382  0.478
H39 4.831 -2.803 -1.673  0.356
H40 2.614 -1.898 2.063  0.077
H41 -1.576 -2.908 2.281  0.373
H42 2.056 3.338 -0.335  0.308
H43 2.378 1.972 1.941  0.123
H44 -3.193 0.016 -0.481  0.497
H45 0.276 0.074 4.605  0.474
H46 2.348 -1.494 3.782  0.469
H47 -2.149 0.745 -4.615  0.549
H48 5.104 -1.495 -4.074  0.413
H49 -0.966 3.278 2.263  0.372

E_HOMO (spin up / spin down): -19.16 / -19.16 eV
Total charge: +4
LUMO (spin up / spin down): -16.41 / -16.39 eV



No. 5
The following is a quantum chemistry calculation of a cluster of 5 separate species, C23H49ClO9P in total, from OMol25.

Each line ends with the Mulliken charge.
Cartesian coordinates (Å):
Cl1 -2.851 -2.483 -3.549  -0.205
P1 1.688 -0.698 -2.454  0.000
O1 -6.540 -2.848 -0.028  -0.530
O2 4.126 3.682 1.599  -0.517
O3 -1.531 0.809 0.217  -0.547
O4 -7.527 -1.066 -0.825  -0.379
O5 5.559 -0.490 -3.304  -0.516
O6 5.546 -1.315 0.930  -0.535
O7 2.515 2.511 0.694  -0.240
O8 5.118 -0.337 2.835  -0.366
O9 -2.389 -0.679 1.549  -0.395
C1 2.005 4.769 1.576  -1.225
C2 3.412 -1.087 -2.312  -0.263
C3 -7.539 -2.378 -0.503  0.796
C4 6.327 -2.491 -2.083  -1.222
C5 2.963 3.634 1.318  0.757
C6 4.357 0.030 -2.834  -0.799
C7 -2.289 0.588 1.137  0.899
C8 -3.137 1.667 1.752  -1.251
C9 6.968 0.525 1.444  -1.092
C10 -8.631 -0.419 -1.481  -0.398
C11 1.139 2.269 0.384  -0.330
C12 -8.796 -3.191 -0.689  -1.082
C13 -4.671 -1.328 2.120  -0.910
C14 0.526 -2.023 -2.196  -0.580
C15 -9.707 0.008 -0.507  -0.985
C16 5.849 -0.452 1.718  0.801
C17 4.841 1.985 3.566  -0.700
C18 -0.858 -1.381 -2.023  -0.095
C19 -3.268 -1.098 2.622  -0.473
C20 6.381 -0.975 -2.228  0.157
C21 -2.003 -2.392 -1.982  -0.388
C22 0.721 2.890 -0.932  -1.167
C23 5.413 0.619 3.872  -0.503
H1 7.301 -2.892 -1.797  0.373
H2 5.617 -2.819 -1.322  0.265
H3 -10.173 -0.848 -0.019  0.273
H4 -2.738 -2.121 -1.227  0.071
H5 -8.501 -4.223 -0.851  0.324
H6 3.577 -2.002 -2.891  0.381
H7 -5.289 -1.728 2.924  0.451
H8 -2.608 2.611 1.654  0.327
H9 -4.057 1.733 1.168  0.304
H10 3.892 0.582 -3.658  0.482
H11 1.465 -0.126 -3.706  0.228
H12 5.019 2.653 4.409  0.373
H13 6.064 -2.950 -3.040  0.362
H14 1.425 2.610 -1.720  0.350
H15 5.295 2.431 2.682  0.288
H16 -8.176 0.446 -1.959  0.323
H17 -9.027 -1.055 -2.272  0.363
H18 -9.442 -2.857 -1.495  0.333
H19 -10.485 0.559 -1.035  0.380
H20 3.591 -1.322 -1.255  0.256
H21 1.349 0.305 -1.549  -0.032
H22 -3.407 1.492 2.788  0.383
H23 -4.681 -2.046 1.301  0.276
H24 0.475 2.559 1.197  0.367
H25 0.971 4.470 1.718  0.354
H26 -1.655 -3.403 -1.770  0.391
H27 0.577 -2.717 -3.042  0.431
H28 -1.054 -0.680 -2.841  0.505
H29 -0.275 2.532 -1.197  0.379
H30 -0.846 -0.787 -1.104  -0.181
H31 7.397 -0.625 -2.413  0.442
H32 -5.135 -0.408 1.763  0.229
H33 4.532 0.738 -2.011  0.438
H34 2.051 5.446 0.721  0.309
H35 -3.218 -0.384 3.443  0.333
H36 -2.815 -2.025 2.968  0.333
H37 0.680 3.978 -0.896  0.389
H38 1.086 1.181 0.335  0.331
H39 -9.286 0.657 0.260  0.290
H40 2.360 5.309 2.448  0.351
H41 4.945 0.187 4.754  0.329
H42 6.486 0.653 4.057  0.338
H43 6.031 -0.498 -1.309  -0.117
H44 3.766 1.917 3.403  0.132
H45 6.554 1.363 0.880  0.248
H46 -9.363 -3.146 0.242  0.286
H47 0.856 -2.556 -1.298  0.490
H48 7.706 0.025 0.823  0.367
H49 7.445 0.927 2.331  0.382

E_HOMO: -12.12 eV
Total charge: +1
LUMO: -2.17 eV



Computed values of calculated total energy (unit: eV) for the preceding records, in sequence: -164068.5079 -61526.1009 -49713.5037 -72474.1392 -64878.1958.